Below is a molecular structure, C36H27F5N4OPSSeSn, with properties calculated with wB97M-V/def2-TZVPD.

Structure (XYZ):
```
77
Properties=species:S:1:pos:R:3:forces:R:3
Sn -0.20816 0.06384 0.74635 0.0 0.1 -0.1
N 1.98302 -1.56233 0.30125 0.0 0.0 0.0
C 1.89100 -2.66768 -0.61203 0.0 0.0 0.0
C 2.80415 -3.71784 -0.55866 0.0 0.0 0.0
C 2.73476 -4.75460 -1.47067 0.0 0.0 0.0
C 1.75923 -4.75097 -2.46207 0.0 0.0 0.0
C 0.83948 -3.72232 -2.50612 0.0 0.0 0.0
C 0.88122 -2.68290 -1.57240 0.0 -0.1 -0.1
P -0.43881 -1.44069 -1.57633 -0.1 0.0 0.2
C -1.95981 -2.42868 -1.52965 -0.1 0.1 0.0
C -1.98168 -3.63088 -0.82601 0.0 0.0 0.0
C -3.16077 -4.35027 -0.70762 0.0 -0.1 -0.1
C -4.32570 -3.88638 -1.30112 0.0 0.0 -0.1
C -4.31449 -2.68416 -1.99339 0.0 0.0 0.0
C -3.14395 -1.94779 -2.09011 0.0 0.0 0.0
C -0.35663 -0.65232 -3.20523 0.1 0.0 0.0
C -1.04789 -1.11090 -4.32465 0.0 0.0 0.0
C -0.88026 -0.48021 -5.54887 0.0 0.0 0.0
C -0.01779 0.59940 -5.66714 0.0 0.0 0.0
C 0.68897 1.04799 -4.56022 0.0 0.0 0.0
C 0.51840 0.42594 -3.33428 0.0 0.0 0.0
H 2.32824 -1.85582 1.20922 0.0 0.0 0.0
H 2.64045 -0.87585 -0.05872 0.0 0.0 0.0
H 3.58088 -3.70470 0.19629 0.0 0.0 0.0
H 3.45222 -5.56261 -1.41848 0.0 0.0 0.0
H 1.71253 -5.55328 -3.18539 0.0 0.0 0.0
H 0.06059 -3.73349 -3.25920 0.0 0.0 0.0
H -1.07829 -4.01920 -0.37269 0.0 0.0 0.0
H -3.16468 -5.28217 -0.15808 0.0 0.0 0.0
H -5.24043 -4.45974 -1.22391 0.0 0.0 0.0
H -5.21864 -2.31817 -2.46316 0.0 0.0 0.0
H -3.15496 -1.01286 -2.63722 0.0 0.0 0.0
H -1.71678 -1.95701 -4.24764 0.0 0.0 0.0
H -1.42099 -0.84017 -6.41403 0.0 0.0 0.0
H 0.11167 1.08382 -6.62598 0.0 0.0 0.0
H 1.37639 1.87908 -4.65405 0.0 0.0 0.0
H 1.07902 0.76855 -2.47269 0.0 0.0 0.0
N 1.65492 4.11845 -0.66246 0.0 0.0 0.0
C 2.98367 4.34895 -0.23309 0.0 0.0 0.0
C 3.49088 5.63550 -0.25144 0.0 0.0 0.0
C 4.79178 5.87744 0.16990 0.0 0.0 0.0
C 5.58250 4.82924 0.60618 0.0 0.0 0.0
C 5.07023 3.53862 0.62410 0.0 0.0 0.0
C 3.77319 3.29574 0.20728 0.1 0.1 0.0
S 3.15255 1.64002 0.26691 -0.1 0.0 0.0
N 1.57082 1.78010 -0.34620 0.1 0.1 0.0
C 1.05120 2.90404 -0.68143 0.0 -0.1 0.0
C -0.35704 2.85829 -1.17598 0.0 -0.1 0.0
C -0.89872 3.83956 -1.98769 0.0 0.0 -0.1
C -2.20216 3.68777 -2.44598 0.0 0.0 0.0
C -2.91788 2.56700 -2.07480 0.0 0.0 0.0
C -2.30257 1.63341 -1.25561 0.0 0.0 0.0
N -1.05609 1.77357 -0.81648 -0.1 0.1 0.0
H 1.08785 4.92854 -0.83763 0.0 0.0 0.0
H 2.86756 6.45228 -0.59548 0.0 0.0 0.0
H 5.18028 6.88597 0.15423 0.0 0.0 0.0
H 6.59631 5.00801 0.93537 0.0 0.0 0.0
H 5.68565 2.71676 0.96927 0.0 0.0 0.0
H -0.31724 4.69329 -2.30628 0.0 0.0 0.0
H -2.64168 4.43765 -3.08957 0.0 0.0 0.0
H -3.93657 2.40534 -2.39723 0.0 0.0 0.0
H -2.82569 0.75173 -0.91007 0.0 0.0 0.0
O 1.09870 -0.55505 3.63412 0.0 -0.1 0.0
H 0.41523 -1.05988 4.09117 0.0 0.0 0.0
H 1.49223 0.00213 4.31449 0.0 0.0 0.0
F -7.99537 -2.81138 0.00972 -0.1 0.0 0.0
C -6.82143 -2.32396 0.39080 0.1 0.1 0.1
C -6.42501 -1.05938 -0.00977 0.0 -0.1 0.1
F -7.21956 -0.32501 -0.78885 0.0 0.0 0.0
C -5.19230 -0.57197 0.38580 0.0 0.1 0.0
F -4.86275 0.65815 -0.04672 0.0 0.0 0.0
C -4.31478 -1.29759 1.17392 0.1 -0.3 -0.1
Se -2.61235 -0.67312 1.77853 -0.1 0.2 0.2
C -4.74597 -2.56114 1.56347 0.0 0.0 0.0
F -3.96062 -3.33919 2.30934 0.0 0.0 0.0
C -5.97392 -3.07613 1.18633 0.0 0.2 0.1
F -6.33629 -4.29903 1.56761 0.0 -0.1 0.0
```
Positions in Å, forces in eV/Å.

Energy above the lowest of the compared OMol25 structures with the same formula, charge and spin   0.0 kcal/mol
Charge   +1
Frontier orbital gap   6.728 eV
LUMO   -3.12 eV
Strongest force on any atom   0.00652 Eh/bohr